DFT (ωB97M-V/def2-TZVPD) results for a molecular structure, C17H22Br6O15 at a distorted geometry.

Geometry as XYZ:
```
60
Properties=species:S:1:pos:R:3
C 3.01881 -7.42921 -0.58751
Br 4.27097 -8.57750 -1.52931
Br 3.89843 -6.98778 1.14750
Br 1.38474 -8.44252 -0.26206
H 2.75265 -6.45747 -1.00344
C 4.10386 3.18697 -4.45956
Br 2.22093 2.53899 -4.99293
Br 5.48594 1.79596 -4.57685
Br 3.90043 4.05001 -2.63927
H 4.33621 4.00773 -5.13812
C -5.39585 3.98592 -1.60143
C -4.09066 4.39861 -1.00690
O -3.16043 4.05314 -1.96060
C -3.81657 3.68389 -3.14349
O -3.27537 3.52396 -4.21334
O -5.12230 3.73046 -2.93563
H -6.17960 4.74343 -1.60277
H -5.72361 3.05207 -1.14468
H -3.80506 3.85761 -0.10477
H -4.13201 5.48196 -0.89401
C 0.80105 0.90096 0.60575
C 0.08622 1.20992 -0.71358
O 0.54552 0.18655 -1.55801
C 1.39516 -0.66497 -0.90973
O 1.99719 -1.58161 -1.51958
O 1.51943 -0.33439 0.38437
H 0.01126 0.70227 1.33023
H 1.43997 1.68462 1.01290
H 0.42704 2.14816 -1.15134
H -0.99270 1.13608 -0.57726
C 1.65281 0.74227 5.73511
C 1.11912 2.11487 6.07021
O 0.34903 1.89092 7.25088
C 0.18808 0.63908 7.53605
O -0.46022 0.13545 8.45537
O 0.81182 -0.00164 6.58093
H 2.70646 0.55875 5.94542
H 1.41639 0.49493 4.70020
H 0.39697 2.43722 5.32009
H 1.81279 2.91608 6.32516
C -4.75412 0.09754 5.15482
C -4.30411 -0.28200 3.75735
O -3.75154 0.85991 3.17138
C -3.65592 1.79395 4.04901
O -3.12041 2.86444 3.86199
O -4.17229 1.38919 5.26165
H -4.33770 -0.62634 5.85531
H -5.83125 -0.03837 5.25178
H -5.10496 -0.54162 3.06502
H -3.49903 -1.01623 3.78702
C 2.88460 -3.28965 -6.46996
C 4.25478 -3.48019 -5.78140
O 4.23897 -4.84692 -5.50926
C 3.24926 -5.48241 -6.15221
O 3.11333 -6.68461 -6.20009
O 2.43369 -4.63650 -6.70885
H 2.96988 -2.76618 -7.42222
H 2.11881 -2.78383 -5.88191
H 4.30213 -2.91387 -4.85127
H 5.07099 -3.12805 -6.41218
```

Values from the calculation:
**ΔE to the lowest compared entry with this formula, charge and spin**: 1.499 eV
**Kohn-Sham gap**: 9.1 eV
**HOMO energy**: -9.936 eV